C48H76ClF21O27SSi2 | ωB97M-V/def2-TZVPD

CARTESIAN COORDINATES (ANGSTROEM)
C1 -1.57 3.05 5.41
C2 -0.31 3.62 4.78
O1 -0.67 4.61 3.84
C3 0.37 5.02 2.97
C4 -0.12 4.98 1.51
Si1 0.77 3.71 0.47
C5 -0.08 2.05 0.68
C6 -1.40 1.86 -0.09
C7 -2.67 1.99 0.75
F1 -3.26 0.78 0.93
F2 -2.41 2.46 2.00
C8 -3.71 2.97 0.17
F3 -4.72 3.12 1.05
F4 -3.10 4.17 0.05
C9 -4.28 2.57 -1.24
F5 -3.70 3.37 -2.16
F6 -3.94 1.30 -1.55
C10 -5.82 2.79 -1.44
F7 -6.03 2.77 -2.77
F8 -6.15 3.99 -0.97
S1 -6.98 1.47 -0.72
F9 -8.15 2.01 -1.64
F10 -6.52 0.47 -1.86
F11 -5.83 0.91 0.22
F12 -7.45 2.44 0.44
F13 -7.95 0.36 -0.17
O2 2.34 3.45 0.92
Si2 3.60 4.53 0.85
C11 3.12 6.33 1.03
C12 4.24 7.25 0.49
O3 4.43 8.38 1.31
C13 3.95 7.68 -0.95
F14 2.71 8.20 -1.06
F15 4.02 6.65 -1.80
F16 4.81 8.62 -1.37
C14 4.81 4.01 2.19
Cl1 3.94 3.95 3.76
C15 6.09 4.84 2.34
C16 7.05 4.64 1.16
C17 0.62 4.29 -1.37
F17 -0.65 4.84 -1.46
F18 1.49 5.35 -1.59
C18 0.80 3.30 -2.48
C19 1.55 2.12 -2.32
C20 1.71 1.23 -3.39
C21 1.13 1.50 -4.63
C22 0.39 2.68 -4.80
C23 -0.23 3.02 -6.12
F19 0.31 4.14 -6.64
F20 -0.08 2.03 -7.03
F21 -1.55 3.25 -6.01
C24 0.23 3.58 -3.73
H1 -1.33 2.12 5.93
H2 -1.98 3.74 6.15
H3 -2.31 2.85 4.65
H4 0.25 2.82 4.28
H5 0.32 4.07 5.55
H6 1.24 4.38 3.14
H7 0.69 6.04 3.23
H8 -1.16 4.65 1.56
H9 -0.13 5.97 1.06
H10 -0.19 1.88 1.75
H11 0.62 1.29 0.33
H12 -1.44 0.85 -0.50
H13 -1.49 2.53 -0.95
H14 4.28 4.37 -0.45
H15 3.02 6.56 2.09
H16 2.19 6.59 0.52
H17 5.20 6.74 0.43
H18 3.76 9.04 1.11
H19 5.08 2.98 1.95
H20 5.85 5.89 2.47
H21 6.58 4.52 3.25
H22 7.66 3.75 1.30
H23 7.73 5.48 1.09
H24 6.55 4.54 0.20
H25 2.03 1.90 -1.37
H26 2.29 0.32 -3.24
H27 1.25 0.80 -5.44
H28 -0.35 4.48 -3.88
C25 -0.10 -5.23 3.27
O4 -0.62 -4.04 3.87
C26 -1.09 -3.15 3.00
O5 -1.11 -3.28 1.80
O6 -1.53 -2.09 3.67
C27 -2.08 -1.06 2.84
H29 0.23 -5.87 4.07
H30 -0.88 -5.73 2.70
H31 0.74 -4.99 2.62
H32 -2.94 -1.43 2.29
H33 -1.32 -0.70 2.14
H34 -2.38 -0.26 3.50
C28 -1.83 -6.42 0.01
O7 -1.88 -7.57 0.87
C29 -2.77 -8.49 0.52
O8 -3.51 -8.45 -0.42
O9 -2.69 -9.49 1.40
C30 -3.59 -10.57 1.15
H35 -1.07 -5.77 0.41
H36 -1.57 -6.71 -1.01
H37 -2.79 -5.90 0.01
H38 -3.40 -11.02 0.18
H39 -4.62 -10.22 1.19
H40 -3.41 -11.30 1.94
C31 4.81 -9.21 5.65
O10 3.57 -8.77 5.09
C32 2.98 -9.66 4.30
O11 3.40 -10.75 4.03
O12 1.84 -9.13 3.85
C33 1.09 -10.00 2.99
H41 5.16 -8.38 6.27
H42 4.66 -10.09 6.26
H43 5.53 -9.42 4.86
H44 0.80 -10.90 3.52
H45 1.67 -10.26 2.11
H46 0.21 -9.44 2.70
C34 -6.28 0.93 -5.87
O13 -5.79 -0.02 -6.81
C35 -6.09 0.26 -8.08
O14 -6.72 1.21 -8.46
O15 -5.58 -0.69 -8.85
C36 -5.83 -0.51 -10.25
H47 -5.96 0.57 -4.89
H48 -5.85 1.91 -6.06
H49 -7.36 0.98 -5.90
H50 -5.39 0.42 -10.60
H51 -6.90 -0.51 -10.45
H52 -5.36 -1.35 -10.75
C37 2.53 10.56 -3.54
O16 1.31 10.93 -4.17
C38 0.69 9.93 -4.80
O17 1.07 8.80 -4.86
O18 -0.43 10.41 -5.35
C39 -1.19 9.43 -6.06
H53 2.91 11.46 -3.07
H54 2.34 9.80 -2.78
H55 3.25 10.18 -4.27
H56 -1.51 8.63 -5.39
H57 -0.62 9.01 -6.88
H58 -2.06 9.96 -6.44
C40 -5.76 5.39 8.40
O19 -5.20 4.55 7.38
C41 -5.41 4.99 6.14
O20 -6.00 5.99 5.84
O21 -4.84 4.13 5.30
C42 -4.97 4.48 3.91
H59 -5.51 4.91 9.34
H60 -5.33 6.38 8.36
H61 -6.84 5.45 8.28
H62 -4.50 5.44 3.72
H63 -6.02 4.51 3.63
H64 -4.45 3.70 3.36
C43 0.68 -8.36 -3.98
O22 1.83 -8.82 -3.26
C44 2.00 -8.23 -2.08
O23 1.30 -7.36 -1.62
O24 3.11 -8.73 -1.53
C45 3.46 -8.21 -0.24
H65 0.67 -8.93 -4.91
H66 -0.23 -8.56 -3.41
H67 0.75 -7.30 -4.19
H68 2.67 -8.42 0.48
H69 3.63 -7.14 -0.29
H70 4.37 -8.71 0.06
C46 10.04 -10.06 0.07
O25 9.16 -10.99 0.71
C47 7.88 -10.64 0.68
O26 7.43 -9.64 0.19
O27 7.17 -11.58 1.31
C48 5.76 -11.32 1.33
H71 11.03 -10.48 0.17
H72 9.78 -9.96 -0.98
H73 9.99 -9.09 0.56
H74 5.37 -11.28 0.32
H75 5.55 -10.39 1.86
H76 5.30 -12.15 1.87

Summary:
* frontier orbital gap: 9.953 eV
* HOMO: -9.703 eV
* strongest force on any atom: 0.96 eV/Å